{
  "formula": "C10H19N3O5",
  "method": "the ωB97M-V functional and the def2-TZVPD basis",
  "e_tot_ha": -932.93459,
  "molar_mass_g_mol": 261.3,
  "e_above_lowest_ev": 1.479,
  "multiplicity": 1,
  "homo_ev": -9.8,
  "homo_lumo_gap_ev": 10.17,
  "symbols": ["N", "C", "C", "C", "C", "C", "N", "C", "O", "C", "N", "C", "C", "O", "O", "C", "O", "O", "H", "H", "H", "H", "H", "H", "H", "H", "H", "H", "H", "H", "H", "H", "H", "H", "H", "H", "H"],
  "xyz": [[4.6573, 0.1200, -0.8482], [3.9402, -0.6946, -1.9105], [2.4262, -0.5140, -1.7590], [1.9781, 0.8694, -2.1253], [0.5438, 1.1172, -1.9155], [-0.0341, 1.0541, -0.5449], [-1.4699, 1.4033, -0.5838], [-2.5299, 0.7671, 0.0733], [-3.4808, 1.3888, 0.4969], [-2.3317, -0.7331, 0.3384], [-1.6427, -1.5001, -0.7177], [-1.7367, -0.9902, 1.6645], [-1.6926, -2.4143, 2.2051], [-1.9208, -2.7319, 3.3702], [-1.3070, -3.3147, 1.3184], [0.7214, 1.9737, 0.3190], [0.2551, 3.0435, 0.6922], [1.9414, 1.5383, 0.5880], [4.4093, -0.2967, 0.0762], [5.6472, -0.0147, -0.9080], [4.3138, -0.3066, -2.8857], [4.2439, -1.7575, -1.8340], [1.9689, -1.2975, -2.2650], [2.1750, -0.7100, -0.7158], [2.4892, 1.5601, -1.4843], [2.2603, 1.1077, -3.1514], [-0.0420, 0.5498, -2.6619], [0.2826, 2.1771, -2.2385], [0.0594, 0.1543, 0.0537], [-1.6125, 2.4234, -0.5003], [-3.3196, -1.1445, 0.4601], [-0.8674, -1.0297, -1.1891], [-2.3625, -1.6686, -1.4286], [-2.4124, -0.5465, 2.3723], [-0.6911, -0.6450, 1.9129], [-1.2967, -2.9118, 0.4123], [2.3293, 2.1901, 1.2271]],
  "lowdin_charge": [-0.0149, -0.2483, -0.2083, -0.2232, -0.1668, -0.2830, 0.1292, -0.4074, 0.0970, -0.2919, 0.0664, -0.0747, -0.5249, 0.0832, 0.1052, -0.4957, 0.1209, 0.1203, 0.0769, 0.0422, 0.1160, 0.1052, 0.0908, 0.1075, 0.0955, 0.1314, 0.1317, 0.1580, 0.1304, 0.1525, 0.1584, 0.0682, 0.1129, 0.1314, 0.1562, 0.0792, 0.1726]
}



{
  "formula": "C10H19N3O5",
  "method": "the ωB97M-V functional and the def2-TZVPD basis",
  "e_tot_ha": -932.84197,
  "molar_mass_g_mol": 261.3,
  "e_above_lowest_ev": 3.999,
  "multiplicity": 1,
  "homo_ev": -9.1,
  "homo_lumo_gap_ev": 9.15,
  "symbols": ["N", "C", "C", "C", "C", "C", "N", "C", "O", "N", "C", "C", "C", "O", "O", "C", "O", "O", "H", "H", "H", "H", "H", "H", "H", "H", "H", "H", "H", "H", "H", "H", "H", "H", "H", "H", "H"],
  "xyz": [[2.5249, -2.2689, -0.8776], [2.6970, -1.5658, 0.3644], [3.0165, -0.0667, 0.1398], [2.1297, 0.7396, -0.8231], [0.9070, 1.4680, -0.1065], [-0.3018, 1.9053, -0.9379], [-0.1468, 3.2336, -1.6339], [-1.5501, 1.7890, -0.0378], [-2.1337, 2.7763, 0.3533], [-2.1866, 0.6466, 0.0645], [-1.7526, -0.7134, -0.1869], [-1.4515, -1.5545, 1.2702], [-0.9705, -0.5485, 2.1986], [0.1909, -0.2446, 2.4958], [-1.8207, 0.4294, 2.5843], [-2.6308, -1.5132, -1.2296], [-2.1937, -2.0259, -2.2471], [-3.9112, -1.7796, -0.6261], [1.5941, -2.4192, -1.1295], [2.9930, -3.1449, -1.0920], [1.7864, -1.6123, 0.9616], [3.5112, -1.9794, 1.0489], [4.0857, 0.0117, -0.2029], [2.9353, 0.3151, 1.0957], [1.6290, -0.0631, -1.4438], [2.7211, 1.6452, -1.2718], [1.4420, 2.2836, 0.5024], [0.4148, 0.7259, 0.6378], [-0.5469, 1.1599, -1.7189], [-1.0480, 3.6083, -1.8430], [0.3892, 3.8409, -0.8942], [-2.9559, 0.6521, 0.6848], [-0.6888, -0.6838, -0.4727], [-0.5680, -2.1288, 1.1250], [-2.3277, -1.8367, 1.7010], [-1.3907, 1.2715, 2.7687], [-4.3921, -2.3527, -1.2216]],
  "lowdin_charge": [-0.0020, -0.2819, -0.2221, -0.1746, -0.1638, -0.3112, 0.0497, -0.5018, 0.0738, 0.0978, -0.1053, 0.0406, -0.5075, 0.0618, 0.0863, -0.3393, 0.1170, 0.0691, 0.0305, 0.0745, 0.0737, 0.1344, 0.1200, 0.0674, 0.1033, 0.1415, 0.1444, 0.0928, 0.1421, 0.0498, 0.1191, 0.1404, 0.1287, 0.1172, 0.0959, 0.1359, 0.1019]
}



{
  "formula": "C10H19N4",
  "method": "the ωB97M-V functional and the def2-TZVPD basis",
  "e_tot_ha": -611.13767,
  "molar_mass_g_mol": 195.3,
  "e_above_lowest_ev": 1.821,
  "total_charge": 1,
  "multiplicity": 1,
  "homo_ev": -12.7,
  "homo_lumo_gap_ev": 9.77,
  "symbols": ["H", "N", "C", "C", "N", "C", "C", "C", "N", "C", "N", "C", "C", "C", "C", "H", "H", "H", "H", "H", "H", "H", "H", "H", "H", "H", "H", "H", "H", "H", "H", "H", "H"],
  "xyz": [[-0.3592, -3.3327, 0.2186], [-1.1941, -2.8773, 0.4964], [-1.2136, -1.6637, 0.3967], [-2.3404, -0.7951, 0.7093], [-2.0963, 0.5710, 0.1478], [-2.6903, 0.6318, -1.1733], [-1.6862, 0.2847, -2.1680], [-1.0017, -1.0890, -1.9279], [-0.1615, -0.9577, -0.6969], [1.0987, -0.4725, -0.7846], [1.7739, -0.0815, 0.2725], [3.0672, 0.6270, 0.1450], [2.9573, 1.7268, 1.0947], [2.0561, 1.1665, 2.2235], [1.1757, 0.1602, 1.5150], [-3.1315, -1.2603, 0.2144], [-2.4725, -0.7801, 1.7663], [-2.5518, 1.0880, 0.8289], [-3.0898, 1.6160, -1.2760], [-3.5960, 0.0559, -1.2169], [-0.9853, 1.0163, -2.3060], [-2.1621, 0.2625, -3.2064], [-1.7473, -1.8581, -1.8663], [-0.3513, -1.2860, -2.7594], [1.5574, -0.6913, -1.7142], [3.3700, 0.9382, -0.8373], [3.8174, -0.1451, 0.5344], [2.3707, 2.4615, 0.5694], [3.8956, 2.1004, 1.5521], [2.7274, 0.8370, 3.0180], [1.5391, 2.0662, 2.6469], [1.3064, -0.6846, 2.1727], [0.1180, 0.3649, 1.4110]],
  "lowdin_charge": [0.0860, 0.2293, -0.2771, -0.1280, -0.0249, -0.2395, -0.1595, -0.1120, 0.0247, -0.0184, -0.0539, -0.1391, -0.1761, -0.1334, -0.1482, 0.1116, 0.1368, 0.0864, 0.1253, 0.1196, 0.0840, 0.1543, 0.1231, 0.1178, 0.1591, 0.1294, 0.1608, 0.1183, 0.1425, 0.1179, 0.1335, 0.1345, 0.1153]
}



{
  "formula": "C10H19NO2PtSTe",
  "method": "the ωB97M-V functional and the def2-TZVPD basis",
  "e_tot_ha": -1382.57703,
  "molar_mass_g_mol": 540.0,
  "e_above_lowest_ev": 1.135,
  "total_charge": 2,
  "multiplicity": 1,
  "homo_ev": -14.4,
  "homo_lumo_gap_ev": 7.08,
  "symbols": ["Pt", "O", "C", "C", "C", "C", "C", "C", "N", "H", "H", "H", "H", "H", "H", "H", "C", "Te", "C", "H", "H", "H", "H", "H", "H", "C", "S", "C", "O", "H", "H", "H", "H", "H", "H"],
  "xyz": [[0.2360, -0.0055, -0.1043], [2.2732, 0.2896, -0.4533], [2.7392, 1.6460, -0.2860], [1.5522, 2.5567, -0.2654], [1.7189, 3.9270, -0.3471], [0.6135, 4.7502, -0.2639], [-0.6400, 4.1755, -0.1017], [-0.7407, 2.8075, -0.0381], [0.3366, 1.9989, -0.1236], [2.9634, -0.2748, -0.8193], [3.4081, 1.9133, -1.1029], [3.2860, 1.7213, 0.6558], [2.7130, 4.3373, -0.4683], [0.7252, 5.8246, -0.3195], [-1.5321, 4.7807, -0.0299], [-1.6940, 2.3266, 0.0926], [-4.0299, 0.8280, -0.2073], [-2.3110, -0.3667, 0.1630], [-3.0885, -2.3297, 0.2986], [-4.5372, 0.4209, -1.0749], [-3.7228, 1.8521, -0.3951], [-4.6247, 0.7604, 0.6966], [-4.0087, -2.2224, 0.8656], [-2.3661, -2.9230, 0.8476], [-3.2699, -2.7317, -0.6916], [0.6943, -4.5402, -0.3757], [1.3873, -2.9130, -0.3692], [2.3652, -2.9975, 1.1222], [0.1503, -2.0418, 0.0193], [0.1238, -4.6791, 0.5415], [1.5246, -5.2458, -0.4322], [0.0670, -4.6419, -1.2587], [3.3371, -3.4224, 0.8684], [1.8617, -3.6036, 1.8731], [2.4890, -1.9776, 1.4839]],
  "lowdin_charge": [0.8674, -0.2019, -0.0972, -0.2248, 0.0263, 0.0120, 0.0008, -0.1004, -0.0988, 0.1297, 0.1542, 0.1536, 0.1419, 0.1365, 0.1319, 0.0432, -0.3388, 1.3283, -0.3475, 0.0261, 0.0055, 0.0275, 0.0266, 0.0051, 0.0241, -0.2114, 0.9402, -0.2163, -0.8028, 0.0797, 0.0860, 0.0766, 0.0801, 0.0786, 0.0580]
}



{
  "formula": "C10H19NO2S",
  "method": "the ωB97M-V functional and the def2-TZVPD basis",
  "e_tot_ha": -995.67646,
  "molar_mass_g_mol": 217.3,
  "e_above_lowest_ev": 5.775,
  "multiplicity": 1,
  "homo_ev": -8.4,
  "homo_lumo_gap_ev": 8.92,
  "symbols": ["C", "C", "C", "C", "C", "C", "C", "C", "C", "C", "N", "O", "O", "S", "H", "H", "H", "H", "H", "H", "H", "H", "H", "H", "H", "H", "H", "H", "H", "H", "H", "H", "H"],
  "xyz": [[-1.7727, -2.6684, -0.3431], [-0.6822, -2.3121, -1.3211], [-1.6866, -1.7062, 0.8526], [0.3609, -1.3889, -0.5506], [0.7759, 1.2836, 1.7488], [-0.1355, -1.3316, 0.8807], [-0.3917, 1.3643, 0.8442], [-0.0686, 0.1754, 1.2127], [-0.5816, 2.6478, -1.4238], [-1.1244, 2.3935, 0.0086], [4.2086, -1.0034, 0.4011], [3.5185, -0.3644, -1.9540], [3.8955, 1.3044, -0.1711], [3.1891, 0.0791, -0.4027], [-2.8379, -2.5096, -0.6985], [-1.6503, -3.6991, -0.0115], [-0.1861, -3.2209, -1.7916], [-0.9933, -1.6583, -2.2420], [-2.2316, -0.6966, 0.6659], [-1.9840, -2.2258, 1.6879], [1.3941, -1.7335, -0.6768], [0.3800, -0.4669, -1.1200], [1.7321, 1.4638, 1.4774], [0.6848, 1.6684, 2.8302], [0.4558, -1.8920, 1.5286], [3.9260, 0.3797, -2.4345], [0.3987, 3.2437, -1.4242], [-1.3190, 3.1496, -2.0726], [-0.3493, 1.6519, -1.9988], [-2.1920, 2.0794, -0.1967], [-0.9829, 3.3796, 0.6213], [4.0933, -1.8969, -0.0928], [5.0238, -0.6650, 0.9184]],
  "lowdin_charge": [-0.2223, -0.1791, -0.1159, -0.1880, -0.0833, -0.2063, -0.1796, -0.1153, -0.1293, -0.1971, -0.1650, -0.2976, -0.4443, 0.8035, 0.1223, 0.1041, 0.1121, 0.1278, 0.1449, 0.0732, 0.0626, 0.0747, 0.0024, 0.1052, 0.1168, 0.0711, 0.0877, 0.0581, 0.0880, 0.1124, 0.1374, 0.0493, 0.0695]
}



{
  "formula": "C10H20AgCl10O4PSn2",
  "method": "the ωB97M-V functional and the def2-TZVPD basis",
  "e_tot_ha": -6211.67542,
  "molar_mass_g_mol": 935.1,
  "e_above_lowest_ev": 0.868,
  "total_charge": 3,
  "multiplicity": 2,
  "homo_ev": [-16.7, -16.7],
  "homo_lumo_gap_ev": [4.61, 2.81],
  "symbols": ["Ag", "Sn", "Sn", "P", "O", "O", "O", "O", "Cl", "C", "C", "Cl", "H", "H", "H", "H", "Cl", "C", "C", "Cl", "H", "H", "H", "H", "Cl", "C", "C", "Cl", "H", "H", "H", "H", "Cl", "C", "C", "Cl", "H", "H", "H", "H", "Cl", "C", "C", "Cl", "H", "H", "H", "H"],
  "xyz": [[-2.8023, -1.4798, -0.8400], [-1.7345, 1.4807, -3.6780], [2.7613, 0.8890, -1.8828], [-0.3418, -0.3717, -0.8629], [-1.3235, -0.6573, 0.3304], [-1.1647, -0.9859, -2.0281], [0.9994, -1.0457, -0.7187], [-0.1881, 1.1423, -1.2033], [2.1226, 4.0969, -0.5692], [0.4586, 4.3416, 0.0243], [-0.2997, 5.3606, -0.9067], [-0.7478, 4.6308, -2.4323], [0.5111, 4.6021, 1.0814], [-0.0111, 3.3631, -0.0754], [0.3754, 6.1417, -1.2565], [-1.2136, 5.7450, -0.4538], [-0.6430, -5.3227, 1.5452], [0.2669, -3.8086, 1.0955], [1.8158, -3.9465, 1.2771], [2.4383, -5.4267, 0.4921], [-0.1020, -2.9938, 1.7184], [-0.0041, -3.5296, 0.0773], [2.0627, -3.9301, 2.3387], [2.4588, -3.1597, 0.8826], [2.7283, 1.4725, 1.6984], [1.0235, 1.1470, 2.1563], [0.8044, -0.2996, 2.6436], [1.5921, -0.4589, 4.1977], [0.3443, 1.3034, 1.3183], [0.6626, 1.8819, 2.8759], [1.2633, -1.0435, 1.9922], [-0.2658, -0.4953, 2.7109], [3.1673, -4.9167, -2.7769], [1.6620, -3.9870, -2.3323], [1.0983, -3.1208, -3.4781], [2.0570, -1.7205, -3.8673], [1.8095, -3.4511, -1.3947], [1.0101, -4.8036, -2.0221], [0.1358, -2.7586, -3.1167], [0.9110, -3.6891, -4.3892], [-1.7284, 3.5534, 2.3517], [-2.6186, 2.2036, 1.5456], [-3.9926, 2.5714, 0.9843], [-3.6277, 3.6667, -0.3679], [-2.6834, 1.3548, 2.2265], [-2.0163, 1.7869, 0.7384], [-4.6072, 3.0116, 1.7696], [-4.4241, 1.6556, 0.5802]],
  "mulliken_spin": [-0.0001, 0.0000, -0.0002, 0.0002, -0.0002, -0.0002, 0.0010, 0.0001, 0.0000, 0.0000, 0.0000, 0.0000, 0.0000, 0.0000, 0.0000, 0.0000, 0.1096, -0.0141, -0.0138, 0.6146, 0.0049, 0.0060, 0.0410, 0.0409, 0.0000, 0.0000, -0.0005, 0.0007, 0.0001, 0.0000, 0.0032, -0.0003, 0.2141, -0.0324, -0.0047, 0.0008, 0.0313, -0.0043, 0.0016, 0.0005, 0.0000, 0.0000, 0.0000, 0.0000, 0.0000, 0.0000, 0.0000, 0.0000]
}



> Which formula does entry 1 have?

C10H19N3O5